[1]
Below is 2 unconnected molecules or ions with the total composition C4H11NO2Si, with properties calculated with the ωB97M-V functional and the def2-TZVPD basis.

Properties
Total energy (eV): -17786.901
HOMO (eV): -9.81
Frontier orbital gap (eV): 10.4
Largest force on an atom (Eh/bohr): 0.0630

Positions of all 19 atoms, in Å:
C (-0.616, -1.185, 1.144)
Si (0.089, 0.320, 0.183)
C (-1.142, 1.735, -0.065)
C (0.708, -0.013, -1.528)
O (1.442, 0.987, 0.788)
H (-1.494, -1.762, 0.692)
H (0.216, -1.963, 1.108)
H (-0.733, -0.868, 2.173)
H (-0.981, 2.084, -1.135)
H (-2.143, 1.362, 0.119)
H (-0.919, 2.709, 0.657)
H (1.367, 0.880, -1.927)
H (1.467, -0.855, -1.588)
H (-0.267, -0.206, -2.169)
H (1.733, 1.068, 1.696)
C (3.826, -1.244, 0.688)
N (3.781, -0.314, 0.023)
O (3.778, 0.700, -0.575)
H (4.216, -2.033, 1.306)

[2]
Below is 2 unconnected molecules or ions with the total composition C4H11NO3, with properties calculated with the ωB97M-V functional and the def2-TZVPD basis.

Properties
Total energy (eV): -11958.805
HOMO (eV): -9.25
Frontier orbital gap (eV): 9.8
Largest force on an atom (Eh/bohr): 0.0366

Positions of all 19 atoms, in Å:
N (-1.614, 1.331, 2.206)
C (-0.635, 0.382, 1.629)
C (-1.359, -0.591, 0.669)
C (-0.818, -0.417, -0.777)
C (0.555, -1.018, -0.872)
O (1.619, -0.474, -0.784)
O (0.423, -2.368, -0.985)
H (-2.392, 1.414, 1.574)
H (-1.254, 2.219, 2.524)
H (0.183, 0.964, 1.202)
H (-0.240, -0.224, 2.445)
H (-1.137, -1.567, 1.075)
H (-2.405, -0.317, 0.592)
H (-1.545, -0.813, -1.473)
H (-0.692, 0.655, -0.894)
H (1.185, -2.840, -1.344)
O (1.665, 2.337, -1.038)
H (0.823, 2.314, -0.571)
H (1.604, 1.518, -1.545)